# 1
The following is a DFT calculation (ωB97M-V with the def2-TZVPD basis set) of C45H52BN9O7S6Sr as an isolated structure.

For the LUMO energy, the calculation gives 3.63 eV. For the maximum force, the calculation gives 0.88 eV/Å. Its spin multiplicity is 1. Its net charge is -2. The calculation puts the energy relative to the best compared isomer or geometry (same formula, charge and spin) at 7.0 kcal/mol. The calculation puts the HOMO energy at -0.109 hartree. Its frontier orbital gap is 6.60 eV.

XYZ file:
```
121
Properties=species:S:1:pos:R:3:lowdin_charge:R:1
Sr 0.8810 0.6140 -0.7327 1.262
S 0.0820 -2.8113 2.6767 0.642
S 0.2557 -0.8059 -5.7677 1.040
S 0.7728 2.4556 -3.0960 0.306
S -0.6456 2.5116 1.4699 0.715
S -3.8806 -0.6464 -0.3173 0.658
S 9.0741 -4.4039 1.8718 1.004
O -0.4047 2.1647 -2.2447 -0.474
O 2.1989 1.5053 3.2405 -0.078
O 0.4678 2.7705 -4.4640 -0.306
O 10.0368 -4.9798 4.1912 -0.031
O -0.4163 -1.8910 -0.6409 -0.077
O 1.6946 1.2976 -2.9439 -0.500
O 1.4897 3.6732 -2.4602 -0.262
N 0.7669 -0.9544 4.6096 0.007
N -3.3207 3.1010 1.8683 0.007
N 2.1477 2.8156 -0.1535 -0.075
N -4.4190 -2.8594 1.2594 -0.002
N -2.7437 1.0523 2.3749 0.016
N -2.9824 -1.4444 2.1140 0.036
N -1.0092 -0.4511 3.4282 0.052
N 4.4640 7.6227 -0.1969 0.114
N -0.8873 -1.0206 -3.4598 0.060
C 5.2245 -2.1067 0.9004 -0.268
C 0.2302 0.2156 5.1294 -0.072
C 7.6407 -2.1710 1.1387 -0.118
C 2.9184 -0.8952 0.4205 -0.093
C -3.0725 0.0223 -3.9139 -0.007
C 6.3591 -4.1714 1.4923 -0.114
C -0.8517 0.5233 4.3984 -0.074
C -6.5209 -2.7438 -0.0175 -0.057
C 3.0312 -1.6345 3.8948 -0.057
C 2.0150 5.1856 -0.5766 0.003
C 6.4782 -1.4748 0.8605 -0.032
C 2.0452 -1.5615 5.0610 -0.547
C -4.0751 1.1978 2.6905 -0.069
C -4.0392 -3.3364 2.5136 -0.056
C -5.7555 -4.8935 0.9503 -0.068
C -4.7354 5.0301 1.3193 -0.068
C -1.3600 -0.2031 -5.6161 -0.476
C 3.3644 5.2823 -0.3971 -0.262
C 7.5925 -3.5233 1.4688 -0.594
C -4.4420 2.4537 2.3796 -0.054
C 1.7709 -2.9368 5.6721 -0.054
C 8.0813 -3.6327 4.4267 -0.048
C -2.2704 2.2237 1.8930 -0.658
C 5.1967 -3.4757 1.2195 -0.030
C -2.9149 4.3388 -0.2170 -0.029
C 1.4673 3.8555 -0.7802 -0.335
C -3.1572 -2.4637 3.0243 -0.092
C 2.6623 -0.6580 6.1272 -0.062
C -3.4306 0.8251 -6.1678 -0.105
C -3.3212 4.4554 1.2540 -0.551
C 4.1627 4.1179 -0.2441 -0.063
C -1.8012 -0.4024 -4.3029 -0.308
C -2.1738 0.4167 -6.5625 -0.099
C -1.0302 -2.7626 -0.2679 0.004
C 4.0171 -1.4012 0.6427 -0.244
C -2.3882 5.3855 2.0293 -0.047
C -4.4941 -3.9345 -0.9550 -0.052
C -0.0335 -1.3859 3.5824 -0.686
C 9.1401 -4.3756 3.6526 -0.755
C -3.7652 -1.6763 1.0246 -0.719
C 3.9755 6.5841 -0.2837 -0.196
C -3.8775 0.6296 -4.8529 -0.086
C -5.2877 -3.5897 0.3056 -0.560
C 3.4758 2.9393 -0.0607 -0.175
C 0.1983 -1.2749 -4.0977 -0.461
B -1.9558 -0.2890 2.2101 -0.669
H -4.7117 6.0201 0.8635 0.084
H 0.6953 0.7690 5.9212 0.107
H -7.0923 -2.5510 0.8942 0.084
H 2.8663 0.3370 5.7277 0.083
H -5.4015 2.9257 2.4588 0.100
H -2.3961 6.3735 1.5627 0.084
H -1.3707 5.0043 2.0271 0.036
H 7.2496 -4.3185 4.6029 0.093
H -4.1457 -3.0332 -1.4542 0.038
H -1.3841 -0.0968 1.1801 0.061
H 2.4891 1.4978 2.3203 0.006
H -7.1587 -3.2873 -0.7193 0.080
H 6.5178 -0.4227 0.6102 0.112
H -6.3316 -4.7145 1.8603 0.081
H 2.7138 -3.3810 6.0010 0.079
H -4.4095 -4.2545 2.9253 0.099
H -2.7286 5.4866 3.0630 0.084
H 8.5970 -1.6620 1.1125 0.100
H -2.6090 -2.4940 3.9481 0.106
H -4.0772 1.3196 -6.8824 0.092
H -4.8635 0.9764 -4.5701 0.096
H -6.2283 -1.7939 -0.4588 0.024
H -3.5617 3.6253 -0.7317 0.098
H 3.6100 -1.1028 6.4327 0.084
H -5.0855 5.1423 2.3477 0.080
H -4.9198 -5.5570 1.1787 0.084
H 2.6700 -2.2791 3.0996 0.026
H 1.0703 -1.7254 -3.6412 0.084
H -5.4468 4.4203 0.7599 0.085
H 6.3145 -5.2251 1.7422 0.102
H 1.1105 -2.8419 6.5386 0.081
H -3.0168 5.3153 -0.6955 0.088
H 7.6886 -2.7672 3.9005 0.070
H -1.8876 3.9964 -0.3254 0.034
H 3.9825 -2.0229 4.2698 0.084
H 0.3941 3.7848 -0.6412 0.052
H 1.3052 -3.5938 4.9402 0.029
H 1.3814 6.0592 -0.6272 0.112
H -6.4038 -5.4040 0.2372 0.083
H 4.2364 -3.9739 1.2526 0.117
H -1.8239 0.5904 -7.5717 0.100
H -1.4920 1.3845 4.4502 0.116
H 3.1887 -0.6397 3.4747 0.068
H -4.6610 0.3786 3.0679 0.121
H 1.2699 1.7709 3.1634 -0.032
H 2.0314 -0.5751 7.0152 0.078
H -3.6275 -4.5470 -0.6971 0.083
H 8.5076 -3.3488 5.3866 0.082
H -3.3828 -0.1284 -2.8880 0.042
H 4.0139 2.0471 0.2527 0.097
H 5.2337 4.1758 -0.1248 0.091
H -5.1342 -4.4986 -1.6382 0.082
```


# 2
The following is a DFT calculation (ωB97M-V with the def2-TZVPD basis set) of the molecule C6H8OS at a distorted geometry.

The SMILES is OC[C@H]1CC=CC1=S. For the LUMO energy, the calculation gives -0.47 eV. For the maximum force, the calculation gives 1.64 eV/Å. Its spin multiplicity is 1. Its net charge is 0. The calculation puts the energy relative to the best compared isomer or geometry (same formula, charge and spin) at 16.9 kcal/mol. The calculation puts the HOMO energy at -0.316 hartree. Its frontier orbital gap is 8.13 eV.

XYZ file:
```
16
Properties=species:S:1:pos:R:3:lowdin_charge:R:1
S -2.7276 -0.3050 0.0225 0.718
O -0.1449 1.9312 1.0820 -0.050
C -0.0459 0.2618 -0.6801 -0.304
C -1.1332 -0.6407 -0.0842 -0.747
C 1.2745 -0.3738 -0.1963 -0.136
C -0.4670 -1.8129 0.4478 -0.120
C -0.2089 1.7267 -0.3213 -0.249
C 0.8687 -1.6974 0.3593 -0.035
H -1.0314 -2.7036 0.8405 0.126
H 1.6133 -2.4230 0.7171 0.121
H -0.1745 0.1687 -1.7432 0.146
H 1.7026 0.1993 0.6121 0.119
H 0.5883 2.2831 -0.8063 0.121
H 1.9981 -0.4101 -0.9780 0.109
H -0.9585 1.6721 1.4914 0.063
H -1.1537 2.1236 -0.7633 0.117
```


# 3
The following is a DFT calculation (ωB97M-V with the def2-TZVPD basis set) of an isolated ion of composition NO6S2 and charge -1 at a distorted geometry.

The SMILES is O=NOS12([O-])=S(=O)(O1)O2. For the LUMO energy, the calculation gives 3.55 eV. For the maximum force, the calculation gives 5.43 eV/Å. Its spin multiplicity is 1. Its net charge is -1. The calculation puts the energy relative to the best compared isomer or geometry (same formula, charge and spin) at 39.0 kcal/mol. The calculation puts the HOMO energy at -0.181 hartree. Its frontier orbital gap is 8.48 eV.

XYZ file:
```
9
Properties=species:S:1:pos:R:3:lowdin_charge:R:1
S -0.6929 1.4626 -1.2826 0.734
S 0.1521 0.2618 0.5562 0.867
O 1.1909 -1.2468 -0.0524 -0.257
O -1.6250 0.5445 -1.9384 -0.460
O -1.0254 1.7358 0.2563 -0.560
O 0.8937 0.9079 1.6792 -0.413
O -0.1577 -2.1478 1.3321 -0.160
O 0.6993 0.7536 -0.8635 -0.541
N 0.5651 -2.2716 0.3129 -0.211
```


- energy relative to the best compared isomer or geometry (same formula, charge and spin) of number 2 (C6H8OS)?
  16.9 kcal/mol


- Which value of maximum force does entry 2 give?
  1.64 eV/Å